1.
Entry from the OMol25 dataset: an isolated molecule of C5H5N3 (ωB97M-V with the def2-TZVPD basis set).

## Properties
* HOMO-LUMO gap: 8.72 eV
* energy relative to the best compared isomer or geometry (same formula, charge and spin): 76.3 kcal/mol
* energy: -9732.1811 eV

Positions of all 13 atoms, in Å:
C -0.35 1.45 0.43
C -1.63 0.57 0.44
C -0.77 -1.24 -0.61
C 0.82 1.03 0.05
C 0.36 -1.49 -0.01
N -1.80 -0.51 -0.10
N 1.97 0.74 -0.30
N 1.26 -1.93 0.70
H -0.59 2.43 0.78
H -2.47 1.20 0.69
H -1.11 -1.77 -1.44
H 2.22 0.94 -1.33
H 2.10 -1.42 0.70

---

2.
Entry from the OMol25 dataset: an isolated molecule of C5H5N3O (ωB97M-V with the def2-TZVPD basis set).

## Properties
* HOMO-LUMO gap: 8.30 eV
* energy relative to the best compared isomer or geometry (same formula, charge and spin): 113.1 kcal/mol
* energy: -11778.8159 eV

Positions of all 14 atoms, in Å:
C 1.97 -0.24 0.36
C 0.55 0.10 0.13
C -0.20 1.26 0.41
N -1.09 1.66 -0.61
N -2.17 0.95 -0.68
C -2.18 -0.42 0.14
O -3.02 -0.55 0.96
N -1.40 -1.34 -0.58
C -0.08 -1.01 -0.63
H 2.19 -0.29 -0.78
H 2.49 0.47 1.08
H 2.22 -1.36 0.70
H 0.14 2.22 1.04
H 0.57 -1.45 -1.53